#a
The following is a DFT calculation (ωB97M-V/def2-TZVPD) of an isolated molecule of CNOP.

LUMO   -2.4 eV
SMILES   N#CP=O
Total charge   0
HOMO-LUMO gap   9.04 eV

Each line ends with the natural charge from an NBO analysis.
Geometry (Å):
C: -0.385 0.393 -0.355  -0.1377
N: -1.197 1.180 -0.502  -0.3887
O: 1.158 -1.441 1.186  -0.9128
P: 1.337 -1.043 -0.199  1.4392



#b
The following is a DFT calculation (ωB97M-V/def2-TZVPD) of a structure of composition CNOP.

LUMO   -2.8 eV
Total charge   0
HOMO-LUMO gap   7.32 eV

Each line ends with the natural charge from an NBO analysis.
Geometry (Å):
C: 2.382 -0.147 0.131  0.1870
N: 1.185 -0.129 0.068  -0.9424
O: -2.420 0.344 -0.395  -0.9237
P: -1.147 -0.068 0.197  1.6792



Most stable pick: #a. Distance to second place: 0.0499 hartree.



#a
The following is a DFT calculation (ωB97M-V/def2-TZVPD) of a cluster of 2 separate species, BrHNO2S in total.

LUMO (alpha / beta)   3.7 / 3.7 eV
Total charge   -1
HOMO-LUMO gap (alpha / beta)   6.92 / 6.92 eV

Each line ends with the natural charge from an NBO analysis.
Geometry (Å):
N: -0.622 0.007 1.283  -1.0389
O: -2.646 1.801 -0.043  -0.9291
O: -0.499 2.455 -1.004  -0.9330
S: -1.303 2.289 0.216  1.6351
Br: 1.104 0.041 2.077  -0.0380
H: -0.577 -0.690 0.540  0.3038



#b
The following is a DFT calculation (ωB97M-V/def2-TZVPD) of the ion BrHNO2S with charge -1.

LUMO   3.5 eV
Total charge   -1
HOMO-LUMO gap   7.43 eV

Each line ends with the natural charge from an NBO analysis.
Geometry (Å):
N: 0.695 -0.180 -0.212  -1.0211
O: -0.928 -2.200 -1.056  -0.9942
O: -0.300 -2.159 1.312  -1.0194
S: 0.197 -2.129 -0.095  1.6060
Br: 2.525 -0.074 -0.402  0.0653
H: 0.218 0.496 0.567  0.3633



Most stable pick: #b. Distance to second place: 0.0093 hartree.



#a
The following is a DFT calculation (ωB97M-V/def2-TZVPD) of a cluster of 2 separate species, C5H9IN in total.

LUMO (alpha / beta)   -5.6 / -5.6 eV
Total charge   +1
HOMO-LUMO gap (alpha / beta)   7.02 / 7.03 eV

Each line ends with the natural charge from an NBO analysis.
Geometry (Å):
C: -3.266 0.942 -1.252  0.2112
C: -1.641 -0.576 -0.317  -0.3056
C: 0.571 0.638 -0.052  0.1611
C: 1.341 -0.224 -0.924  -0.7841
C: 0.575 0.401 1.353  -0.7733
N: -2.653 -0.054 -0.972  -0.2431
I: -0.101 2.514 -0.722  0.4068
H: -4.247 1.248 -1.639  0.2630
H: -1.041 -1.398 -0.619  0.2276
H: -1.925 -0.602 0.700  0.2105
H: 1.821 -1.173 -0.540  0.2664
H: 2.192 0.351 -1.223  0.2835
H: 0.729 -0.448 -1.799  0.2696
H: 0.144 1.166 1.909  0.2499
H: 1.659 0.227 1.724  0.2832
H: 0.066 -0.527 1.604  0.2733



#b
The following is a DFT calculation (ωB97M-V/def2-TZVPD) of the ion C5H9IN with charge +1.

LUMO (alpha / beta)   -6.9 / -6.5 eV
SMILES   CCC(C)=[N+]=CI
Total charge   +1
HOMO-LUMO gap (alpha / beta)   7.02 / 7.73 eV

Each line ends with the natural charge from an NBO analysis.
Geometry (Å):
C: 2.742 0.797 0.857  -0.1035
C: 0.019 0.377 0.283  0.3116
C: -0.204 1.492 -0.660  -0.6813
C: -1.258 -1.766 -0.384  -0.5904
C: -1.241 -0.518 0.493  -0.4112
N: 1.064 0.094 0.851  -0.2442
I: 4.008 0.092 -0.510  0.5614
H: 2.873 0.897 1.891  0.2007
H: -0.937 2.282 -0.131  0.2818
H: -0.822 0.934 -1.526  0.2733
H: 0.782 2.047 -0.848  0.2513
H: -0.905 -2.669 0.127  0.2340
H: -0.561 -1.571 -1.308  0.2020
H: -2.242 -1.801 -0.663  0.2310
H: -1.246 -0.891 1.450  0.2480
H: -2.072 0.204 0.077  0.2354



Most stable pick: #a. Distance to second place: 0.0339 hartree.



#a
The following is a DFT calculation (ωB97M-V/def2-TZVPD) of an isolated molecule of C6H7N3O.

LUMO   0.7 eV
SMILES   NC(=O)Nc1ccccn1
Total charge   0
HOMO-LUMO gap   9.57 eV

Each line ends with the natural charge from an NBO analysis.
Geometry (Å):
C: -2.476 -0.770 0.324  -0.1263
C: -2.828 0.593 0.030  -0.2995
C: -1.829 1.473 -0.270  0.0562
C: -0.178 -0.146 -0.130  0.3494
C: -1.074 -1.136 0.224  -0.2863
C: 2.310 0.352 0.144  0.7872
H: -3.111 -1.504 0.704  0.2120
H: -3.750 0.717 0.269  0.2091
H: -2.024 2.653 -0.371  0.2064
H: -0.565 -2.221 0.394  0.2170
H: 1.534 -1.354 -0.161  0.3762
H: 3.600 -0.931 -1.021  0.4081
H: 4.073 0.450 -0.073  0.3842
N: -0.489 1.156 -0.435  -0.4147
N: 1.190 -0.486 -0.277  -0.6580
N: 3.489 -0.214 -0.189  -0.8179
O: 2.128 1.368 0.839  -0.6029



#b
The following is a DFT calculation (ωB97M-V/def2-TZVPD) of an isolated molecule of C6H7N3O.

LUMO   -1.0 eV
Total charge   0
HOMO-LUMO gap   7.42 eV

Each line ends with the natural charge from an NBO analysis.
Geometry (Å):
C: 1.794 1.972 -0.500  0.1673
C: 1.954 0.659 -0.369  -0.1929
C: 0.105 -0.124 0.782  0.4807
C: 2.685 -0.415 0.063  0.2934
C: -2.075 -0.795 -0.165  -0.5890
C: -1.308 0.213 0.640  -0.5504
N: 1.574 3.064 -0.932  -0.3140
N: 1.940 -1.425 0.713  -0.2515
N: 3.948 -0.634 -0.331  -0.7641
O: 0.664 -1.241 0.831  -0.2137
H: -3.171 -0.626 -0.139  0.2178
H: -2.004 -1.790 0.167  0.2123
H: -1.737 -0.710 -1.126  0.2107
H: -1.866 0.358 1.611  0.2507
H: -1.476 1.121 0.175  0.2548
H: 4.222 -0.119 -1.129  0.3967
H: 4.103 -1.569 -0.326  0.3913



#c
The following is a DFT calculation (ωB97M-V/def2-TZVPD) of an isolated molecule of C6H7N3O.

LUMO   0.5 eV
SMILES   NC(=O)Nc1ccccn1
Total charge   0
HOMO-LUMO gap   9.47 eV

Each line ends with the natural charge from an NBO analysis.
Geometry (Å):
C: -1.987 -0.688 -0.154  -0.1386
C: -2.503 0.340 0.662  -0.2811
C: -1.748 1.493 0.855  0.0573
C: 0.080 0.632 -0.162  0.3379
C: -0.583 -0.540 -0.545  -0.2892
C: 2.429 -0.175 -0.651  0.8026
H: -2.638 -1.514 -0.408  0.2181
H: -3.391 0.147 0.802  0.1906
H: -2.248 2.318 1.599  0.2073
H: -0.072 -1.380 -1.099  0.2386
H: 1.752 1.911 -0.295  0.4355
H: 1.481 -1.486 0.715  0.3958
H: 2.836 -2.030 -0.083  0.3759
N: -0.405 1.504 0.539  -0.4633
N: 1.380 0.810 -0.550  -0.6565
N: 2.180 -1.441 -0.003  -0.8413
O: 3.437 0.097 -1.223  -0.5896



Most stable pick: #a. Distance to second place: 0.0161 hartree.